Below is 2 unconnected molecules or ions with the total composition C2H9NO3Si in a non-equilibrium geometry, with properties calculated with ωB97M-V with the def2-TZVPD basis set.

Geometry as XYZ:
```
16
Properties=species:S:1:pos:R:3:forces:R:3:mulliken_charge:R:1
C 1.459151 -1.191409 1.600435 -2.5 -0.6 1.5 -0.862
Si 1.114653 0.622717 2.076034 1.7 -0.5 -0.2 0.756
O -0.095700 1.410658 2.531069 -0.3 -0.1 -0.2 -0.603
O 2.652160 1.246676 1.941440 -0.6 0.1 0.1 -0.498
H 2.439186 -1.427221 2.006114 0.3 0.0 -0.7 0.331
H 0.728687 -1.967632 2.115292 1.2 1.8 -1.0 0.280
H 1.257897 -1.254414 0.517319 0.7 -0.2 0.4 0.248
H 2.907376 2.170725 2.108270 -0.6 -0.6 0.0 0.340
C -1.570736 0.370313 -2.723751 0.8 -2.2 0.2 -0.602
N -1.948283 -0.332811 -1.483749 -1.0 -2.1 0.7 -0.371
O -1.034852 -0.148772 -0.373002 0.7 -0.7 -1.4 -0.358
H -2.551254 0.308895 -3.296904 1.7 0.4 0.1 0.274
H -1.220231 1.356704 -2.477528 -0.5 0.6 0.0 0.261
H -0.637845 -0.133064 -3.187262 -1.6 0.6 0.0 0.221
H -2.048458 -1.430624 -1.650396 0.7 3.2 0.6 0.242
H -1.451751 0.399258 0.296619 -0.7 0.2 -0.2 0.342
```
Forces are in eV/Å.

Results
LUMO level = 0.27 eV
SMILES = C[Si](=O)O.CNO
gap between HOMO and LUMO = 0.34314 hartree
HOMO energy = -9.065 eV